C48H58As3CeN2O5STe | ωB97M-V/def2-TZVPD

Geometry as XYZ:
```
119
Properties=species:S:1:pos:R:3:forces:R:3
Ce -0.10036 -0.75682 -1.29107 -0.549 0.691 0.367
C 0.32799 1.45261 2.46262 0.386 -1.288 -0.603
As -0.17345 1.72535 0.62755 0.195 -0.760 -0.554
C 1.39173 2.73458 0.07155 0.040 0.675 0.907
C -1.75267 2.78127 0.94452 -1.224 1.770 0.218
C -2.51608 3.57515 -0.18481 1.000 -0.618 -0.738
C -3.74627 4.16592 0.49296 0.890 -0.457 -0.308
C -3.01373 2.60339 -1.25886 -0.457 0.155 -0.337
As -1.72413 1.74305 -2.43143 1.036 0.018 -0.877
C -2.92936 1.27440 -3.95835 -0.354 0.379 1.340
C -0.57889 3.11266 -3.41740 -1.170 -0.968 -0.481
C -1.57784 4.71686 -0.70098 0.694 0.951 0.562
As -2.02474 6.50302 -1.73670 0.582 -2.569 -0.618
C -3.73064 6.11159 -2.70287 -0.040 0.055 0.445
C -2.61724 7.41851 -0.20113 -1.847 0.140 1.609
H -0.54267 1.03195 2.94275 -0.067 -0.021 0.511
H 0.64747 2.36888 2.90023 0.149 0.704 0.464
H 1.16141 0.72576 2.44816 -0.407 0.327 0.208
H 1.40004 3.61572 0.75069 0.453 -0.526 -0.365
H 1.31227 3.09668 -0.93853 0.025 -0.033 -0.314
H 2.30369 2.09022 0.16539 -0.951 0.619 0.066
H -1.66309 3.55827 1.73358 0.664 -0.494 -0.167
H -2.47306 2.07971 1.40146 0.266 -0.155 -0.337
H -4.12966 3.34284 1.11262 -0.558 0.619 -0.084
H -4.43206 4.48912 -0.30368 -0.058 0.178 0.730
H -3.32274 4.96829 1.10040 -0.844 0.150 0.199
H -3.72571 3.06702 -1.95075 0.113 0.348 0.151
H -3.61532 1.79893 -0.78986 0.447 0.115 -0.066
H -3.35326 2.22928 -4.36825 0.160 -1.061 0.346
H -3.71124 0.53560 -3.54973 1.168 1.209 -1.029
H -2.20545 0.84850 -4.64699 -0.460 -0.332 -0.360
H -1.19886 3.97557 -3.56144 -0.399 0.595 -0.117
H -0.46084 2.63972 -4.42206 0.336 0.338 0.831
H 0.35697 3.45958 -2.98622 0.032 -0.562 0.113
H -0.62995 4.41145 -1.19404 -0.819 -0.403 0.231
H -1.19779 5.16736 0.26056 -0.283 -0.113 -0.833
H -3.65768 5.16842 -3.29428 -0.211 0.591 0.736
H -3.91188 6.91546 -3.42059 0.131 -0.016 0.088
H -4.54614 6.15837 -1.95005 0.294 -0.510 -0.683
H -2.80435 8.41151 -0.59341 -0.035 0.482 0.517
H -1.81035 7.41612 0.55028 -0.301 0.256 -0.395
H -3.57700 7.04235 0.30984 1.396 0.491 -0.902
C 5.03660 -5.03693 0.99435 -0.612 -0.905 -0.595
C 4.11112 -3.84739 0.93455 -0.832 0.803 0.259
C 4.61255 -2.54637 0.71537 -1.090 -2.042 -0.491
C 3.72450 -1.50596 0.53184 0.159 1.151 -0.087
C 4.50039 -0.25698 0.25095 1.453 1.259 -1.914
O 5.20540 -0.14741 -0.76565 -1.300 -0.753 1.270
C 4.60168 0.87159 1.21295 -1.050 0.717 -1.612
C 4.21247 0.75394 2.51236 -0.481 -1.136 0.752
C 4.21422 1.83983 3.34638 0.193 0.447 -0.098
C 4.65198 3.04442 2.85303 0.811 -0.658 0.321
C 5.13468 3.16049 1.57546 -1.193 0.266 -0.735
C 4.94078 2.14082 0.68479 0.795 -1.523 1.929
C 2.28662 -1.60476 0.55474 2.747 -1.331 0.815
O 1.54597 -0.61976 0.13558 0.129 0.408 0.216
C 1.83882 -2.87288 1.03434 -1.595 -0.040 -1.818
C 2.69927 -3.97885 1.09210 2.292 -0.268 0.309
C 0.36309 -3.05768 1.12560 0.311 -0.828 2.059
N -0.44995 -2.29690 0.50290 -0.291 0.555 -0.583
C -1.82362 -2.00244 0.90477 -0.458 0.263 -2.633
C -2.04302 -1.62670 2.29352 -0.557 -0.741 2.377
Te -3.94598 -0.70615 2.57525 0.261 0.302 0.004
C -5.00937 -2.27591 1.70317 -0.882 0.292 -0.538
C -6.17166 -1.92558 0.96121 0.934 -1.188 0.529
C -7.01889 -2.96624 0.59838 -0.598 0.053 0.550
C -6.80160 -4.30213 1.02516 -1.426 0.115 0.076
C -5.65096 -4.64267 1.73943 0.010 2.872 -1.424
C -4.72252 -3.60043 1.99912 0.311 -1.214 0.350
C -0.17850 -4.04109 2.14607 1.148 0.393 0.051
C -1.20997 -4.89639 1.78643 0.922 0.096 -0.039
C -1.66089 -5.81611 2.69057 -1.132 -0.004 0.396
C -1.20534 -5.84351 3.98820 -0.284 -0.280 0.334
C -0.17652 -5.00283 4.37116 -0.106 0.512 -1.532
C 0.36102 -4.11087 3.44662 -0.450 0.174 -0.488
H 6.10832 -4.92986 0.77031 -0.484 0.691 0.053
H 4.66129 -5.76655 0.25102 0.224 0.062 0.417
H 4.96757 -5.50587 1.97053 0.013 -0.177 0.156
H 5.67363 -2.48905 0.46480 -0.266 0.594 0.406
H 3.92886 -0.22376 2.88699 -0.035 -0.011 0.035
H 3.98343 1.76541 4.37815 -0.376 -0.201 0.757
H 4.84012 3.82820 3.51551 -0.139 1.306 1.020
H 5.49369 4.09527 1.22822 0.408 0.750 -0.221
H 5.27370 2.22718 -0.29419 0.241 0.042 -1.763
H 2.35490 -5.00913 1.23590 -0.371 0.559 0.126
H -2.54161 -2.71314 0.45438 0.275 -0.203 0.826
H -2.17657 -1.11935 0.31223 0.676 -0.027 0.065
H -1.32172 -0.96376 2.75914 0.296 0.282 -0.461
H -2.01851 -2.50614 2.94258 -0.148 0.082 0.010
H -6.39527 -0.89052 0.70195 0.068 -0.297 0.086
H -7.96144 -2.66124 0.12060 0.464 -0.559 0.012
H -7.67603 -5.01110 0.89082 1.493 0.673 -0.024
H -5.41465 -5.62461 1.99337 0.184 -1.477 0.518
H -3.74469 -3.89952 2.45487 -1.044 0.510 -0.135
H -1.59638 -4.88337 0.79833 -0.348 0.086 -0.761
H -2.53306 -6.41316 2.48459 0.012 -0.324 -0.424
H -1.77207 -6.50228 4.64317 0.628 0.113 0.309
H 0.23133 -4.95242 5.32533 0.362 -0.255 1.730
H 1.11321 -3.39058 3.77504 -0.044 -0.330 -0.251
C -2.20101 -1.44978 -2.15814 -0.059 -1.511 -1.166
H -2.35035 -1.39009 -3.25699 0.337 0.077 0.533
H -2.80711 -0.69209 -1.70122 -0.740 0.199 0.462
H -2.47918 -2.49879 -1.86531 0.221 0.947 0.047
O 2.24905 1.52794 -4.80692 0.037 0.146 0.542
S 2.55364 1.09377 -3.47130 1.143 0.643 -0.748
O 2.78800 2.04083 -2.41708 -0.215 0.273 -0.239
N 1.43017 0.00813 -2.99782 1.905 -2.044 0.029
C 2.09903 -1.20759 -2.84086 -1.908 0.529 -0.206
O 1.37963 -2.15468 -2.38851 0.887 -0.054 -0.214
C 3.53834 -1.24935 -3.16689 -0.891 -1.414 0.964
C 4.41534 -2.32155 -2.98565 0.397 -0.507 0.188
C 5.77940 -2.08866 -3.19954 -1.096 0.897 -0.631
C 6.16073 -0.83076 -3.72395 0.294 -1.339 0.624
C 5.28310 0.17970 -3.90173 -1.630 2.379 0.894
C 3.96353 -0.02028 -3.49399 0.182 0.865 -1.350
H 3.98171 -3.27181 -2.64347 0.498 0.374 -0.115
H 6.57538 -2.78253 -3.00430 -0.152 -0.509 0.054
H 7.18753 -0.63256 -3.90678 0.789 -0.015 -0.173
H 5.55561 1.22520 -4.07562 0.351 -0.559 -0.462
```
Positions in Å, forces in eV/Å.

Summary:
Net charge = +1
Frontier orbital gap (alpha / beta) = 6.50 / 7.25 eV
Relative energy (zero: lowest compared OMol25 entry of this formula, charge and spin) = 47.4 kJ/mol
HOMO level (alpha / beta) = -10.204 / -10.203 eV
Calculated total energy = -10197.90504 Ha